a) # C72H198N18O18

A cluster of 18 separate species, C72H198N18O18 in total (ωB97M-V/def2-TZVPD, the Open Molecules 2025 dataset).

Each line ends with the Mulliken charge.
Cartesian coordinates (Å):
C1 19.28 13.92 17.37  -1.361
H1 20.12 15.75 16.77  -1.077
H2 14.34 11.28 18.05  0.127
H3 21.01 15.10 14.62  0.500
H4 23.38 26.05 19.40  0.286
H5 14.82 20.02 10.38  -0.397
H6 13.10 16.27 12.64  -0.328
H7 23.42 18.70 19.86  0.185
O1 12.97 15.96 18.65  0.440
H8 22.43 16.56 17.47  0.066
H9 19.07 18.59 16.39  -0.248
H10 15.16 14.46 10.01  0.423
H11 13.42 10.79 14.79  0.816
H12 23.75 20.96 13.83  0.448
H13 12.60 24.94 20.63  0.461
O2 20.73 19.48 19.09  0.872
H14 15.55 20.52 13.25  0.245
N1 20.44 21.48 13.86  -0.050
H15 21.92 17.57 15.16  -0.540
H16 8.25 12.47 15.65  0.291
H17 18.63 21.55 16.00  0.379
H18 17.08 20.60 23.04  0.301
C2 23.18 21.18 19.14  -1.354
H19 12.71 12.33 14.91  -0.209
H20 11.02 15.59 14.44  0.246
H21 10.57 16.10 16.14  0.377
O3 12.52 21.64 18.18  0.141
O4 19.64 20.76 11.10  -0.162
H22 20.55 21.32 8.88  0.204
C3 19.30 22.14 13.17  1.842
H23 18.30 26.11 19.63  0.457
H24 21.48 13.99 22.91  0.281
H25 7.65 12.10 14.15  0.268
C4 19.31 22.03 11.63  -1.454
H26 17.55 16.93 22.81  0.363
H27 15.46 11.91 21.68  0.254
H28 11.42 19.48 18.87  0.123
H29 24.10 20.19 7.02  0.329
H30 22.72 20.66 6.07  0.401
H31 13.19 24.12 17.94  0.122
H32 11.34 16.16 19.77  0.405
H33 13.99 20.78 17.00  -0.726
H34 15.41 18.29 17.54  -0.392
C5 18.74 25.34 18.96  -1.737
H35 22.85 13.27 20.29  0.254
H36 9.93 10.75 15.80  0.370
H37 15.23 19.57 16.29  -0.460
O5 14.61 17.09 11.50  -0.050
C6 18.68 19.76 11.39  -0.366
H38 16.05 22.15 13.63  0.070
H39 10.33 12.88 15.03  -0.336
H40 19.54 13.89 18.45  -0.019
H41 23.44 21.82 7.05  0.446
C7 18.86 18.56 15.33  -0.159
H42 20.95 12.90 21.57  0.282
H43 19.25 14.98 14.57  -0.007
C8 17.02 16.18 10.14  -1.378
H44 12.64 17.18 11.12  0.406
C9 22.87 24.22 15.49  -0.553
H45 13.35 20.70 12.14  -0.183
H46 18.26 14.33 20.92  0.063
H47 16.31 16.47 9.32  0.226
C10 12.40 18.05 19.65  1.936
H48 12.16 15.38 15.73  -0.257
H49 15.24 16.00 13.14  -0.737
H50 14.37 22.43 17.75  -0.656
H51 19.21 24.63 19.62  0.253
C11 22.81 13.97 21.15  0.447
H52 12.51 20.34 8.77  0.263
O6 14.27 12.04 16.21  -0.022
H53 21.78 24.41 15.28  0.333
H54 17.51 20.96 20.54  0.287
C12 17.32 14.62 21.43  -0.855
C13 14.43 12.55 13.78  0.651
H55 13.40 15.53 11.02  0.253
C14 16.44 15.48 11.33  0.320
C15 13.58 11.40 17.23  -0.849
C16 11.29 20.15 15.25  -1.502
H56 14.60 14.53 14.30  -1.259
H57 13.12 18.42 21.58  0.012
H58 17.01 21.27 15.30  -0.670
C17 20.31 16.25 19.83  0.480
C18 10.12 12.65 12.90  -0.876
H59 20.63 21.41 19.98  0.112
H60 17.42 17.24 16.61  -0.478
H61 15.06 13.92 11.57  -0.235
N2 12.83 19.93 9.65  -0.552
H62 14.29 21.68 13.83  0.358
N3 22.81 17.46 17.73  0.289
O7 11.53 12.54 12.61  -0.151
N4 14.97 16.14 15.99  1.841
H63 21.75 13.37 16.80  0.388
C19 24.45 16.94 16.10  -1.686
H64 12.51 19.36 13.62  -0.782
H65 18.47 19.84 12.47  -0.024
O8 17.14 22.93 16.63  -0.494
H66 22.77 18.83 21.47  0.332
N5 11.34 18.48 18.79  -0.751
H67 20.42 13.56 14.83  0.415
C20 23.10 20.71 9.53  -0.494
C21 23.53 20.41 14.70  -0.862
C22 14.03 20.69 10.11  1.118
N6 21.58 14.34 17.06  -0.358
H68 22.80 18.42 10.41  0.248
O9 21.01 15.05 20.10  -0.016
C23 15.46 17.47 15.58  1.712
H69 12.93 13.37 11.50  -0.052
H70 20.01 22.81 11.27  0.443
H71 22.87 20.87 15.45  0.087
C24 20.16 14.61 15.10  -1.839
H72 19.89 16.61 20.74  0.951
C25 13.73 21.42 11.45  -0.079
C26 11.87 13.15 11.37  -0.542
H73 13.88 14.44 19.73  0.348
C27 12.20 18.70 21.01  -0.863
C28 13.67 11.86 14.90  -0.908
C29 11.50 19.31 13.95  2.501
H74 14.81 21.25 8.19  0.502
H75 23.43 18.12 8.73  0.317
H76 25.01 17.35 15.26  0.400
C30 22.57 20.47 20.37  0.162
H77 16.26 21.81 19.66  -0.214
H78 15.71 20.93 23.88  0.407
H79 23.88 16.07 15.80  0.293
H80 24.05 18.93 16.98  0.727
H81 24.44 27.88 17.43  0.316
C31 15.64 21.51 21.67  0.909
C32 12.37 16.55 19.75  -1.551
H82 9.78 13.68 12.63  0.349
C33 11.05 17.91 14.16  -1.707
O10 15.49 19.27 22.64  0.125
H83 22.23 26.53 16.67  0.232
H84 15.24 23.41 22.35  0.341
C34 15.84 12.40 13.94  -1.804
H85 12.72 12.02 17.54  0.185
H86 9.73 10.08 14.10  0.345
C35 16.41 21.06 20.43  -0.240
H87 19.03 18.59 18.41  -0.892
C36 21.80 13.31 22.10  -1.479
C37 12.72 23.94 20.15  -1.417
H88 20.91 16.97 19.38  -0.685
N7 11.40 25.15 18.48  -0.770
C38 23.32 26.21 16.66  -0.667
H89 23.57 21.66 9.52  0.548
H90 19.36 23.79 14.66  -0.025
H91 16.32 23.34 21.06  0.200
C39 23.47 18.13 16.62  -0.018
C40 17.07 13.35 17.68  -0.609
H92 14.11 16.21 16.56  -0.783
H93 22.28 12.45 22.58  0.452
C41 15.97 20.61 22.87  -1.167
C42 12.30 23.99 18.67  1.231
H94 13.07 14.07 13.89  -0.543
H95 16.25 12.73 14.89  0.207
C43 23.63 18.46 9.73  -0.679
H96 18.45 21.49 13.45  -0.911
N8 14.04 13.89 13.73  2.215
H97 18.02 23.95 13.55  0.179
H98 9.95 17.99 14.41  0.228
H99 16.31 17.24 12.55  -0.134
N9 21.30 21.67 8.32  -0.701
H100 17.14 11.77 21.18  0.303
H101 11.86 19.82 16.13  -0.148
N10 16.37 24.69 18.80  -0.296
H102 10.68 20.90 12.96  0.354
H103 11.14 25.34 17.50  0.274
H104 17.63 17.07 10.43  0.083
H105 22.97 23.14 15.60  -0.118
N11 17.50 16.99 21.81  -0.004
N12 10.65 19.90 12.94  -0.750
H106 24.23 14.20 22.73  0.252
H107 11.34 18.22 21.50  0.240
H108 17.32 20.81 16.92  0.132
C44 18.03 23.41 17.64  -0.200
H109 15.62 15.76 16.67  -1.290
C45 19.35 19.30 19.13  0.268
H110 19.52 17.78 14.88  0.279
N13 23.56 26.95 19.04  -0.691
H111 17.07 12.41 17.05  0.338
C46 17.66 24.78 18.05  0.442
H112 13.14 10.47 16.98  0.428
H113 24.26 21.07 19.21  0.387
C47 15.02 18.53 16.56  0.453
H114 12.11 19.79 20.86  0.263
C48 16.74 15.97 21.12  0.737
O11 16.29 13.67 21.16  -0.125
H115 11.67 12.40 10.59  0.310
C49 15.23 21.55 13.24  -0.355
H116 17.59 25.35 17.13  0.309
H117 11.06 17.32 13.22  0.357
H118 11.48 18.18 17.78  0.070
H119 16.34 18.13 24.27  0.349
N14 24.16 14.17 21.69  -0.640
H120 15.24 17.42 23.22  0.197
H121 10.84 22.46 18.98  0.442
C50 16.46 12.39 21.73  -0.908
H122 14.65 18.69 24.35  0.372
H123 17.26 16.48 15.06  0.625
H124 17.83 19.90 10.73  0.435
H125 15.16 17.67 14.58  -0.476
H126 17.44 16.11 19.07  -0.815
C51 22.32 20.60 8.25  0.794
H127 19.19 19.56 15.00  -0.700
H128 11.29 14.02 11.12  0.453
H129 16.03 20.09 20.15  -0.081
H130 22.68 20.60 18.31  -0.031
H131 24.45 17.92 10.23  0.262
N15 23.27 19.22 20.70  -0.614
C52 19.09 23.59 13.64  -1.230
H132 12.18 23.22 20.68  0.448
H133 26.17 26.62 18.62  0.351
H134 10.57 25.03 19.01  0.236
H135 12.39 13.97 19.09  0.352
H136 14.59 21.34 21.46  0.081
H137 23.75 26.50 15.67  0.420
C53 11.38 16.05 15.40  -0.790
C54 10.17 10.87 14.77  -1.163
C55 13.62 21.81 17.27  0.613
H138 19.82 24.21 13.08  0.544
O12 17.54 18.45 14.96  1.248
H139 17.71 15.48 9.65  0.471
H140 22.36 20.76 10.37  -0.112
H141 16.79 12.41 22.81  0.290
H142 11.50 21.15 14.97  0.587
H143 22.96 15.66 19.86  -0.107
O13 22.92 19.17 14.36  -0.458
C56 13.32 16.45 11.60  -0.221
H144 17.29 13.15 18.76  -0.019
C57 9.77 12.25 14.32  1.180
C58 22.27 15.25 20.62  -0.552
C59 20.30 14.72 16.61  2.789
H145 18.07 22.66 18.45  -0.146
H146 21.20 22.13 13.78  0.277
H147 16.32 13.05 13.26  0.386
H148 11.03 19.57 12.06  0.329
H149 25.89 26.17 16.91  0.357
C60 16.94 17.34 15.59  -0.892
H150 12.85 16.31 20.75  0.326
O14 17.90 14.31 17.06  0.820
C61 15.45 18.38 23.72  -1.036
H151 13.89 18.43 16.63  0.168
H152 19.48 15.95 19.20  -0.529
H153 15.73 15.82 21.48  -0.188
O15 11.89 17.32 15.14  0.693
H154 15.52 24.23 18.48  -0.177
H155 12.99 22.21 11.21  0.264
H156 20.95 21.85 7.36  0.236
H157 25.34 25.07 18.13  0.259
H158 21.68 14.49 18.05  -0.324
H159 11.29 10.71 14.61  0.099
H160 22.37 16.00 21.40  0.492
H161 21.76 19.64 8.36  0.227
H162 17.31 17.95 21.63  -0.383
H163 14.10 12.00 12.91  0.257
H164 24.42 20.18 15.27  0.471
H165 16.21 25.62 19.11  0.264
H166 17.46 14.55 22.56  0.592
H167 9.62 11.94 12.24  0.480
C62 24.17 26.86 17.77  0.230
H168 19.08 18.80 11.19  0.116
C63 16.48 16.27 19.63  2.210
H169 13.12 18.99 9.44  0.242
H170 16.06 17.24 19.46  -0.361
H171 11.10 22.91 17.29  0.278
N16 8.37 12.62 14.66  -0.724
N17 16.02 22.92 21.96  -0.715
H172 18.32 22.25 11.33  0.293
C64 14.60 21.69 9.15  -1.500
H173 13.84 22.51 8.95  0.359
C65 17.53 21.60 16.20  0.404
H174 19.00 18.89 20.09  0.553
O16 14.97 21.98 11.91  -0.466
H175 21.67 19.15 16.02  0.142
H176 13.71 23.61 20.33  0.000
H177 18.73 20.17 18.86  -0.646
C66 13.29 14.56 18.86  -0.782
H178 16.21 11.35 13.82  0.357
H179 15.72 15.58 19.18  -1.306
H180 13.41 18.21 19.24  -0.510
C67 15.64 16.43 12.24  1.013
H181 20.74 20.63 13.36  0.131
O17 24.12 19.78 9.65  -0.416
H182 20.58 20.03 21.13  0.284
C68 22.45 18.55 15.50  0.665
H183 19.36 12.87 17.05  0.592
C69 21.04 20.40 20.14  -0.562
H184 15.56 22.14 9.53  0.219
H185 13.20 22.25 16.30  0.436
H186 24.72 13.40 21.42  0.272
H187 22.70 21.13 21.28  0.430
O18 23.31 24.76 16.74  -0.161
H188 17.26 15.11 11.94  0.209
H189 10.27 20.05 15.59  0.276
H190 19.04 23.45 17.20  0.336
H191 22.64 27.41 18.95  0.252
H192 23.47 24.54 14.67  0.428
H193 25.23 16.73 16.84  0.398
H194 21.98 18.04 17.96  -0.747
H195 22.96 22.25 19.14  0.459
C70 25.49 26.10 17.90  -1.276
C71 23.19 20.79 7.03  -1.616
C72 11.62 22.75 18.23  -1.166
N18 15.69 14.26 10.87  -0.590
H196 13.76 14.28 17.93  -0.056
H197 16.09 13.73 17.60  -0.162
H198 19.54 25.84 18.40  0.302

## Properties
HOMO, eV: -8.541
Frontier orbital gap, eV: 9.07

=====

b) # C72H198N18O18

A cluster of 18 separate species, C72H198N18O18 in total (ωB97M-V/def2-TZVPD, the Open Molecules 2025 dataset).

Each line ends with the Mulliken charge.
Cartesian coordinates (Å):
O1 18.48 -25.78 -2.66  0.004
H1 30.04 -25.78 -3.40  0.381
H2 29.54 -29.63 -0.31  0.501
C1 20.45 -30.86 -2.90  -0.762
C2 21.30 -32.18 -2.79  1.196
C3 24.61 -19.86 4.34  0.671
C4 28.95 -25.83 -3.39  -0.125
H3 29.08 -17.63 -5.94  0.318
H4 18.29 -20.90 -1.30  0.207
H5 22.47 -14.15 -4.09  0.118
H6 23.60 -12.85 -0.49  0.335
C5 24.17 -24.98 -1.27  0.113
C6 23.75 -22.59 1.92  1.520
H7 26.14 -16.47 2.27  0.428
C7 20.66 -27.87 2.99  -0.773
C8 23.26 -25.34 5.87  -0.576
O2 24.23 -26.10 5.24  -0.446
H8 20.43 -25.48 2.42  0.660
H9 22.42 -27.49 -6.15  0.820
C9 24.02 -28.13 -3.80  -0.095
H10 27.48 -22.17 -10.35  0.334
H11 21.05 -27.17 3.73  0.226
H12 25.43 -23.42 -8.90  0.405
H13 24.50 -20.00 6.62  0.425
H14 22.66 -24.73 -3.55  -1.047
C10 24.76 -25.41 4.06  -0.043
H15 20.11 -20.71 -5.01  -0.231
O3 22.73 -30.32 1.21  -0.477
H16 19.64 -33.35 -2.55  0.267
H17 19.27 -26.34 1.33  0.328
H18 27.53 -31.13 -3.83  0.552
C11 25.43 -16.25 1.48  -1.781
H19 27.51 -26.21 2.20  0.432
H20 24.76 -18.15 3.39  0.088
H21 20.98 -14.33 -0.08  0.289
H22 22.68 -22.51 2.09  0.470
N1 26.22 -15.65 -6.90  -0.561
H23 26.08 -32.54 -4.04  0.412
H24 25.27 -19.88 -1.76  0.108
C12 23.91 -14.30 -10.91  -0.735
H25 25.86 -17.26 -9.74  0.475
C13 21.92 -19.31 -1.23  0.937
H26 20.35 -28.30 -2.22  0.273
H27 26.76 -21.03 -6.12  0.620
H28 24.30 -13.33 -11.22  0.284
H29 25.58 -30.35 -0.16  0.382
H30 25.20 -27.74 2.54  0.047
O4 20.18 -12.00 -0.95  -0.431
H31 26.99 -23.38 -8.27  0.489
H32 29.28 -17.69 -2.19  0.493
C14 24.02 -20.62 3.09  0.028
H33 23.38 -25.37 -8.97  0.227
C15 24.90 -22.66 -2.07  -0.907
H34 30.39 -29.54 -2.47  0.330
N2 23.75 -27.70 0.96  1.027
H35 19.88 -19.10 -0.77  0.581
H36 26.75 -16.01 -0.10  0.427
C16 21.54 -31.10 1.40  -0.982
H37 20.09 -18.61 -2.43  0.552
H38 29.27 -23.90 -4.35  0.447
H39 21.75 -22.54 -4.51  -1.058
H40 24.31 -24.44 -6.61  -0.546
H41 26.84 -29.96 -2.75  -0.504
O5 28.49 -19.25 -2.95  0.061
H42 21.14 -28.84 3.08  0.155
C17 21.76 -32.73 -4.15  -1.747
O6 23.89 -26.50 -7.30  -0.513
H43 26.20 -28.76 0.24  0.233
H44 24.92 -28.32 -3.21  -0.086
C18 21.98 -15.11 -5.99  0.718
N3 20.55 -14.93 -5.76  -0.661
H45 19.60 -31.05 -3.55  0.521
C19 22.30 -20.42 -0.27  1.319
C20 29.14 -18.05 -3.21  -1.207
H46 25.54 -18.85 0.35  -0.930
O7 29.29 -24.23 -1.66  -0.472
H47 22.97 -20.16 5.80  0.375
H48 20.22 -30.67 -1.85  0.249
H49 29.27 -19.50 -1.04  0.544
O8 24.39 -21.51 -2.77  2.012
H50 20.46 -22.62 -6.83  0.224
H51 26.77 -18.52 -0.85  -0.855
H52 28.09 -28.94 -1.00  -0.111
H53 16.67 -26.74 -2.89  0.264
H54 22.20 -21.35 -0.82  -0.789
C21 19.96 -23.98 0.14  -1.778
H55 27.38 -27.10 -3.68  -0.312
C22 20.32 -26.10 1.53  -2.019
O9 21.04 -27.27 1.73  0.115
H56 23.36 -20.37 -0.01  -1.464
H57 19.58 -28.04 3.02  0.275
H58 22.99 -25.94 -5.55  -0.294
C23 27.42 -30.88 -2.77  0.282
H59 18.57 -21.56 -3.00  0.049
H60 24.88 -31.71 -3.11  0.055
H61 22.01 -26.16 -8.18  0.372
H62 19.68 -26.08 -1.18  -0.412
H63 21.02 -34.08 -2.08  0.281
H64 23.19 -13.99 0.77  0.168
H65 23.81 -14.28 -5.21  0.295
H66 21.56 -20.31 0.52  0.657
H67 23.33 -27.49 -3.26  -0.538
H68 23.26 -14.68 -1.75  0.300
N4 29.60 -29.86 -3.00  -0.825
C24 25.15 -20.33 -2.74  -0.265
H69 22.32 -25.24 5.33  0.168
H70 26.75 -20.29 1.94  -0.175
C25 22.77 -13.25 0.09  -1.364
O10 26.19 -21.48 -8.80  -0.180
H71 22.03 -22.80 -7.62  0.117
H72 27.32 -15.48 -8.58  0.505
H73 21.25 -27.73 -3.65  -0.757
H74 25.74 -13.71 -9.07  0.420
C26 25.98 -26.25 3.63  0.217
C27 23.80 -23.73 -2.09  2.864
H75 29.05 -24.17 0.39  0.431
C28 28.29 -17.10 -4.11  -0.140
H76 22.47 -19.41 -2.16  -1.288
H77 22.31 -14.85 -7.00  0.098
C29 18.99 -12.42 -0.32  -0.707
H78 27.90 -18.57 -5.51  -0.037
H79 20.03 -23.45 1.09  0.725
H80 27.65 -23.60 -0.54  -0.038
N5 23.53 -24.22 -3.45  2.015
H81 26.16 -20.49 -3.11  0.480
C30 25.88 -17.23 -8.65  -0.948
H82 23.76 -18.83 -6.38  0.285
H83 26.99 -20.42 -10.38  0.193
H84 18.25 -11.65 -0.11  0.257
H85 23.54 -14.80 -11.80  0.263
H86 29.07 -22.58 -0.56  0.274
H87 22.35 -32.04 -4.76  0.294
H88 19.60 -18.10 -5.18  0.266
H89 23.58 -29.11 -4.00  0.511
H90 28.85 -26.16 -1.32  0.474
H91 18.38 -13.11 -0.91  0.291
H92 18.37 -19.23 -5.70  0.279
C31 28.59 -29.88 -0.78  -0.916
C32 26.53 -22.08 -5.91  -1.573
O11 26.74 -32.00 -2.18  -0.432
C33 22.27 -16.60 -5.66  -0.521
C34 18.70 -20.74 -2.30  -0.906
H93 25.83 -23.04 -2.51  -0.194
C35 22.94 -29.84 -0.07  0.702
H94 28.77 -16.12 -4.22  0.500
O12 20.21 -19.40 -6.57  -0.516
H95 25.04 -15.23 1.48  0.399
C36 21.70 -13.89 -0.77  0.652
N6 25.57 -27.65 3.47  -0.810
H96 24.76 -17.90 4.97  0.313
H97 27.45 -25.31 -1.90  -0.668
H98 24.73 -19.50 -3.31  -1.327
H99 16.98 -26.03 -1.30  0.360
C37 20.65 -28.55 -3.24  -0.210
H100 20.31 -22.79 -2.75  -1.310
C38 23.31 -26.87 -6.02  0.158
H101 19.05 -24.99 -6.15  0.524
C39 26.29 -15.77 -8.35  0.081
H102 23.14 -30.52 -0.89  -0.069
O13 24.41 -21.99 3.01  -0.351
H103 27.00 -16.44 -2.52  0.485
H104 24.46 -14.56 -8.39  -0.349
H105 26.43 -15.92 -4.03  0.619
H106 21.64 -17.25 -6.27  0.324
O14 21.22 -29.83 -3.49  -0.255
C40 20.86 -20.11 -5.53  1.182
H107 21.96 -16.80 -4.63  0.021
H108 20.46 -24.38 -2.86  -0.795
O15 23.65 -16.85 -5.92  0.056
N7 22.25 -17.96 -0.77  0.174
C41 19.24 -23.91 -4.13  0.099
N8 22.31 -14.95 -1.55  -0.218
H109 30.17 -18.06 -3.55  0.469
C42 24.06 -28.75 0.01  1.700
H110 28.64 -27.40 -4.61  0.393
H111 22.34 -33.64 -4.04  0.436
H112 23.98 -21.44 5.56  -0.022
N9 20.51 -33.21 -2.06  -0.751
H113 25.14 -18.14 -5.44  -0.133
N10 25.16 -24.03 -6.26  -0.147
H114 24.53 -16.80 1.71  0.295
H115 25.84 -21.66 -10.82  0.342
H116 22.16 -32.03 -2.14  -0.246
H117 18.90 -24.17 -0.04  0.336
H118 30.08 -20.32 -2.45  0.483
N11 20.43 -23.54 -3.42  1.877
H119 24.05 -23.64 1.92  -0.872
H120 24.95 -25.55 -1.79  -0.427
H121 23.00 -14.16 -10.32  0.259
H122 25.91 -25.93 1.46  -0.257
H123 25.15 -16.90 -1.75  -0.032
H124 25.69 -20.02 4.40  0.206
C43 25.50 -22.71 -6.82  1.920
H125 22.38 -12.44 0.70  0.450
H126 22.93 -20.55 3.14  0.414
H127 26.67 -24.62 2.43  0.461
H128 23.55 -18.47 -4.66  -0.709
C44 26.55 -25.70 2.31  -0.866
C45 28.53 -25.36 -1.99  0.335
C46 18.09 -24.50 -3.22  -1.366
C47 25.32 -14.71 -9.05  -0.024
H129 22.92 -24.74 -7.50  -0.813
H130 27.58 -24.45 -4.25  -0.024
H131 21.03 -21.57 -8.17  0.407
H132 20.34 -23.33 -0.65  -0.018
H133 21.84 -17.71 0.12  0.212
O16 27.44 -18.45 1.07  -0.578
H134 24.02 -25.34 3.27  -0.221
C48 20.45 -19.31 -1.68  -2.117
H135 21.31 -19.44 -4.80  -0.213
C49 24.03 -20.36 5.70  -1.179
C50 28.79 -30.65 -2.11  0.124
H136 23.45 -28.30 1.72  0.672
H137 27.73 -20.42 0.50  0.055
C51 26.68 -21.45 -10.16  -0.882
C52 24.06 -18.16 -5.57  0.547
H138 23.31 -23.45 -4.07  -0.532
H139 22.90 -23.33 -1.63  -1.044
H140 26.56 -17.97 -8.22  0.375
H141 20.87 -33.01 -4.73  0.404
H142 21.73 -12.31 -2.19  0.275
H143 20.69 -24.73 -5.53  -0.185
H144 24.94 -25.92 -4.08  -0.438
H145 22.85 -27.29 0.78  -1.236
N12 24.29 -18.43 4.24  -0.767
H146 18.81 -23.00 -4.57  0.841
H147 22.71 -20.55 -6.49  -0.358
H148 22.03 -29.32 -0.38  -0.147
H149 26.92 -16.26 -6.49  0.406
H150 29.31 -31.57 -1.83  0.328
C53 17.44 -26.55 -2.14  -1.052
H151 20.62 -30.59 1.11  0.325
H152 24.06 -17.16 -0.53  -0.006
H153 22.54 -15.72 -0.93  -0.227
H154 24.55 -24.70 -0.29  -0.381
H155 23.58 -24.32 6.10  0.157
H156 26.23 -17.63 -3.42  -0.751
H157 28.54 -20.94 -1.97  -0.152
H158 23.40 -25.72 -1.09  -0.595
H159 17.97 -23.78 -2.42  0.254
C54 21.91 -21.17 -6.10  0.402
H160 19.79 -25.93 -4.82  -0.124
H161 21.87 -25.01 0.43  -0.472
C55 20.82 -25.26 0.33  2.090
H162 17.84 -27.49 -1.77  0.218
H163 21.80 -17.34 -1.43  0.152
H164 21.54 -32.08 0.92  0.347
H165 25.19 -22.35 -1.07  0.062
H166 24.89 -17.45 -8.25  0.001
C56 27.61 -19.86 1.43  -0.149
C57 26.90 -16.78 -3.55  -0.431
C58 20.99 -12.93 -1.68  -0.794
H167 18.80 -17.90 -6.80  0.313
O17 20.09 -20.63 -2.20  0.535
N13 20.64 -26.05 -0.87  1.025
H168 21.40 -31.24 2.47  0.384
C59 21.31 -22.07 -7.24  -1.685
H169 28.64 -25.11 -5.47  0.444
H170 20.30 -14.00 -6.07  0.309
H171 24.89 -23.71 -5.34  -0.182
H172 24.08 -22.02 1.05  -0.763
C60 28.60 -24.75 -4.45  -1.080
C61 26.06 -22.82 -8.25  -1.035
C62 28.74 -23.61 -0.50  -0.455
H173 29.13 -29.00 -3.25  0.427
C63 25.66 -32.47 -3.04  -0.494
H174 19.35 -12.93 0.58  0.283
H175 25.35 -16.09 -6.63  0.054
H176 19.70 -28.49 -3.76  0.833
H177 25.42 -29.60 1.47  0.405
H178 25.00 -28.24 -5.75  0.594
H179 20.35 -13.41 -2.42  0.413
N14 24.85 -16.61 -0.83  0.195
H180 28.51 -19.99 2.04  0.347
C64 25.97 -16.75 0.11  -0.055
C65 24.48 -27.49 -5.16  -0.375
H181 27.45 -22.66 -6.05  0.279
H182 25.05 -24.38 4.28  0.455
H183 28.05 -30.43 -0.02  0.342
H184 20.79 -27.02 -0.62  -0.190
O18 24.82 -15.14 -10.29  -0.285
H185 23.08 -25.69 6.89  0.320
C66 26.40 -18.22 0.13  2.950
C67 25.36 -29.44 0.40  -1.927
H186 17.22 -24.62 -3.86  0.715
H187 26.67 -26.11 4.46  0.341
H188 24.81 -27.80 4.12  0.400
C68 22.98 -25.70 -8.01  0.383
N15 25.47 -26.46 -4.75  0.191
H189 18.31 -19.85 -2.80  0.435
H190 24.61 -22.08 -6.91  -0.672
C69 19.66 -24.94 -5.25  -1.011
H191 22.94 -21.41 -4.43  -1.274
H192 19.99 -15.47 -6.39  0.154
C70 22.73 -14.12 -5.15  -1.538
N16 28.39 -27.17 -3.66  -0.194
H193 25.57 -25.80 -5.51  0.463
H194 24.30 -20.16 2.14  -0.600
N17 22.41 -22.00 -5.05  2.313
N18 28.16 -17.60 -5.53  -0.446
C71 19.18 -18.60 -6.06  -0.686
H195 26.35 -22.22 -4.85  -0.103
H196 24.31 -28.21 -0.90  -0.944
H197 22.41 -13.14 -5.51  0.563
C72 29.14 -20.03 -1.99  -0.846
H198 25.30 -33.43 -2.67  0.271

## Properties
HOMO, eV: -8.162
Frontier orbital gap, eV: 8.28

=====

Stability ranking, top entry: b); the second entry is 1.011 eV less favorable.